No. 1
ORCA calculation (the ωB97M-V functional and the def2-TZVPD basis) on a structure of composition C31H19F8NO2PS3Sc.

CARTESIAN COORDINATES (ANGSTROEM)
Sc (-1.3353, 0.2592, 1.6456)
S (-3.0092, 2.1795, 2.2537)
S (-0.1959, -2.2162, 2.2799)
S (-1.3597, 0.1438, 4.4377)
P (-0.0214, 0.4118, -1.4606)
F (-4.2754, -0.5671, 0.7161)
F (-3.1790, -2.4136, 0.9302)
F (2.4688, -0.7406, 2.2958)
F (4.6892, -1.3471, 0.9326)
F (2.6252, -5.2274, -0.7405)
F (0.3826, -4.6268, 0.5785)
F (-3.9159, -1.3909, 2.6973)
F (4.7857, -3.5749, -0.6352)
O (0.1050, 0.8188, 4.1028)
O (0.1754, 1.1533, 2.6940)
N (-0.9315, 0.6978, -0.2672)
C (3.4920, 1.6419, 0.1563)
C (-3.0320, 2.3539, 3.9793)
C (-3.2680, -1.1416, 1.4897)
C (0.3369, -3.9973, -2.7308)
C (-0.8255, -2.2077, -1.6215)
C (-1.7110, 2.4804, -5.2391)
C (-1.5169, 2.2431, -2.8528)
C (-2.3553, 1.5342, 4.9109)
C (-0.6419, 1.1719, -3.0178)
C (4.2831, 1.9944, -0.9272)
C (1.3229, -1.8073, -2.6340)
C (-3.2470, 2.7913, 6.7890)
C (1.3846, -3.1363, -3.0292)
C (1.6852, 1.0657, -1.3320)
C (2.4742, 1.4487, -2.4152)
C (-0.8558, 1.4008, -5.4122)
C (1.2661, -2.5855, 1.4161)
C (-2.0449, 2.8970, -3.9569)
C (2.1943, 1.1906, -0.0433)
C (1.3962, -3.7521, 0.6521)
C (3.5959, -2.1238, 0.8182)
C (3.7687, 1.9085, -2.2149)
C (-2.4752, 1.7615, 6.2836)
C (2.5545, -4.0881, -0.0228)
C (3.6592, -3.2636, 0.0393)
C (2.4330, -1.8113, 1.4985)
C (-0.7612, -3.5344, -2.0199)
C (0.2088, -1.3323, -1.9454)
C (-0.3278, 0.7477, -4.3060)
C (-3.9158, 3.6140, 5.8836)
C (-3.8091, 3.4001, 4.5263)
H (-1.9394, 1.0998, 6.9542)
H (-4.5320, 4.4309, 6.2458)
H (-1.7860, 2.5291, -1.8418)
H (2.0794, 1.3963, -3.4226)
H (-3.3283, 2.9513, 7.8573)
H (4.3743, 2.2014, -3.0649)
H (-4.3388, 4.0411, 3.8324)
H (5.2970, 2.3434, -0.7695)
H (-2.1276, 2.9865, -6.1022)
H (-0.6075, 1.0585, -6.4102)
H (-1.6635, -1.8501, -1.0335)
H (0.3979, -5.0402, -3.0181)
H (-1.5569, -4.2123, -1.7389)
H (1.5700, 0.9652, 0.8149)
H (3.8748, 1.7130, 1.1664)
H (2.1560, -1.1459, -2.8416)
H (2.2633, -3.5075, -3.5438)
H (-2.7275, 3.7264, -3.8161)
H (0.3177, -0.1110, -4.4499)

Values from the calculation:
**Energy relative to the best compared isomer or geometry (same formula, charge and spin)**: 0.0 kcal per mole
**Charge**: -2
**Electronic energy**: -122277.7061 eV
**2S+1**: 1
**E_LUMO**: 4.2 eV
**Frontier orbital gap**: 6.2 eV


No. 2
ORCA calculation (the ωB97M-V functional and the def2-TZVPD basis) on a structure of composition C31H20AlClF10IN6O3 at a distorted geometry.

CARTESIAN COORDINATES (ANGSTROEM)
I (4.0093, -1.2103, -1.6921)
Cl (1.5856, -4.2439, -5.8210)
Al (0.1528, 0.0379, 0.2212)
F (0.9038, -3.0731, 0.7250)
F (-3.8334, -2.3735, 0.9364)
F (1.2151, 1.4565, -2.6808)
F (-1.2562, 0.1832, -6.4578)
F (-3.4328, 0.5444, -2.3282)
F (1.1225, 0.8121, -5.2616)
F (0.4796, -5.5962, 0.4141)
F (-2.0494, -6.6621, 0.4084)
F (-3.5138, 0.1185, -4.9270)
F (-4.1616, -4.9416, 0.7300)
O (0.9455, -0.9069, -1.0158)
O (0.9178, -2.0704, 3.3251)
O (1.8579, 1.1928, 0.4020)
N (-0.7209, 1.5118, 1.6968)
N (1.4196, -0.4531, 1.7945)
N (-1.2313, -1.1466, 0.9953)
N (3.6113, 0.3948, 1.6564)
N (-0.9403, 1.1626, -0.9858)
N (-1.2969, -1.9258, -2.2285)
C (-0.3850, -3.4363, 0.6885)
C (3.1964, -1.5171, 3.0021)
C (1.7552, -1.4079, 2.7373)
C (1.0685, -1.6599, -2.0615)
C (2.2980, 0.3799, 1.2599)
C (-0.0842, -2.2248, -2.7347)
C (-2.2716, 0.6614, -3.0062)
C (0.0523, 1.0149, -3.1771)
C (-2.3291, -3.2232, -3.9458)
C (2.2990, -1.9660, -2.6210)
C (-1.4115, 2.5212, 0.8888)
C (-0.5844, -4.7916, 0.5409)
C (-2.9041, -4.4701, 0.7248)
C (0.0638, -3.0281, -3.8975)
C (0.1936, 2.2201, 2.6019)
C (-1.4253, -2.4823, 0.8461)
C (-1.1918, 0.4216, -5.1394)
C (0.0075, 0.7348, -4.5257)
C (-2.0220, 1.8929, -0.3452)
C (-1.1155, -3.5187, -4.4976)
C (-1.8529, -5.3406, 0.5511)
C (-2.6950, -3.1105, 0.8651)
C (-1.0699, 0.9330, -2.3216)
C (-2.2585, -0.4722, 1.7696)
C (4.0444, -0.6296, 2.4663)
C (2.4574, -2.7518, -3.7684)
C (-2.3685, -2.4099, -2.8001)
C (4.5293, 1.3717, 1.0953)
C (-2.3325, 0.4076, -4.3626)
C (1.3632, -3.2700, -4.3949)
C (-1.6406, 0.7042, 2.5105)
H (-3.3156, -2.1380, -2.3413)
H (-3.2484, -3.5888, -4.3834)
H (-2.6369, -1.1388, 2.5498)
H (-0.6548, 3.2286, 0.5451)
H (-1.0553, 0.2827, 3.3282)
H (-2.1635, 3.0572, 1.4853)
H (-3.1196, -0.1611, 1.1703)
H (-1.0465, -4.1252, -5.3903)
H (3.5471, -2.3193, 3.6329)
H (0.9511, 2.7407, 2.0203)
H (5.1116, -0.6637, 2.6419)
H (0.6937, 1.5099, 3.2568)
H (-2.3868, 2.6946, -0.9978)
H (-0.3537, 2.9475, 3.2151)
H (4.9058, 1.0427, 0.1262)
H (5.3586, 1.5175, 1.7851)
H (-2.4336, 1.3372, 2.9337)
H (3.4478, -2.9343, -4.1599)
H (-2.8820, 1.2727, -0.0860)
H (3.9964, 2.3080, 0.9530)

Values from the calculation:
**Charge**: -1
**Electronic energy**: -101956.5713 eV
**2S+1**: 1
**E_LUMO**: 2.1 eV
**Frontier orbital gap**: 6.5 eV


No. 3
ORCA calculation (the ωB97M-V functional and the def2-TZVPD basis) on a structure of composition C31H20Br2Cl2CsFN3O5 at a distorted geometry.

CARTESIAN COORDINATES (ANGSTROEM)
Cs (-0.9550, 0.3457, -1.9097)
Br (5.6421, -3.6884, -4.8404)
Br (6.4659, 3.1273, -0.9708)
Cl (-6.4951, -4.8526, -4.3386)
Cl (-1.1345, -4.2219, -4.4686)
F (-0.9770, -3.5471, 3.9346)
O (1.2782, 3.5342, 0.3361)
O (0.1226, -0.3028, 0.3085)
O (-3.6241, 0.4309, -2.4273)
O (-1.7532, -1.4952, -3.3561)
O (-0.2488, 2.4764, -0.9639)
N (-0.6120, 1.9296, 3.6493)
N (2.1518, -0.9070, -3.5787)
N (2.5004, 1.6404, -2.8744)
C (-5.2396, -2.5629, -3.5621)
C (2.5549, 2.8188, -2.2616)
C (-4.1219, -1.7505, -3.3115)
C (-0.4473, -0.2254, 2.5988)
C (-5.0959, -3.8310, -4.0434)
C (-1.0520, -0.0806, 4.9534)
C (-3.8106, -4.3295, -4.3160)
C (-2.7093, -3.5532, -4.0972)
C (-0.2510, 2.5046, 2.4698)
C (-0.8779, -2.2008, 3.8475)
C (0.3790, 2.6954, 0.1042)
C (-4.4122, -0.4127, -2.8140)
C (-0.7028, 0.5449, 3.7377)
C (-1.1402, -1.4539, 4.9884)
C (3.7122, 3.3143, -1.6634)
C (4.4877, -1.2914, -3.8561)
C (-1.3264, 0.7477, 6.1838)
C (4.8031, 1.2916, -2.3592)
C (0.6097, 3.0478, 5.4755)
C (2.9127, -3.0214, -4.4024)
C (-1.7520, 2.1576, 5.7974)
C (4.2104, -2.5624, -4.3175)
C (-2.7716, -2.1988, -3.5617)
C (1.9094, -2.1387, -4.0197)
C (-0.5371, -1.6194, 2.6647)
C (3.4123, -0.4926, -3.4820)
C (3.5943, 0.8817, -2.8982)
C (4.8391, 2.5327, -1.7459)
C (-0.7503, 2.7828, 4.8385)
C (-0.0245, 1.8416, 1.3139)
C (-0.0961, 0.3983, 1.2997)
H (-0.1403, 3.5828, 2.4959)
H (0.5000, 3.6664, 6.3707)
H (-3.6944, -5.3314, -4.7090)
H (-6.2322, -2.1680, -3.3630)
H (-0.3415, -2.1999, 1.7726)
H (-0.4307, 0.7910, 6.8109)
H (-2.0992, 0.2648, 6.7835)
H (-1.4188, -1.9624, 5.9050)
H (-2.7324, 2.1267, 5.3154)
H (1.6284, 3.3763, -2.1918)
H (-1.1608, 3.7253, 4.4802)
H (3.6924, 4.2514, -1.1269)
H (1.2647, 3.5662, 4.7726)
H (0.8633, -2.4308, -4.0711)
H (-5.4975, -0.1725, -2.8146)
H (1.0993, 2.1119, 5.7547)
H (5.6805, 0.6615, -2.3716)
H (2.6808, -4.0172, -4.7522)
H (5.5080, -0.9382, -3.8035)
H (-1.8374, 2.7919, 6.6807)

Values from the calculation:
**Charge**: -1
**Electronic energy**: -215578.6676 eV
**2S+1**: 1
**E_LUMO**: 2.0 eV
**Frontier orbital gap**: 6.9 eV


No. 4
ORCA calculation (the ωB97M-V functional and the def2-TZVPD basis) on a structure of composition C31H20N4RuS.

CARTESIAN COORDINATES (ANGSTROEM)
Ru (1.0903, -0.4749, -0.0146)
S (2.8399, -1.2737, 4.0981)
N (1.8714, 1.4219, -0.3165)
N (0.0735, -2.2657, -0.2299)
N (0.2771, -0.1162, -1.7106)
N (2.3555, -1.0286, 1.5941)
C (1.3388, 1.9842, -1.4493)
C (-1.3861, -2.5128, -4.0841)
C (3.6046, -1.6229, 1.6617)
C (-1.1404, -3.5084, -1.9176)
C (4.4025, -1.9933, 0.5816)
C (2.6734, 2.1356, 0.4431)
C (0.9841, 3.8630, -2.9496)
C (5.2744, -2.4274, 3.2352)
C (0.4481, 1.1786, -2.2205)
C (-0.0791, -3.2631, 0.6113)
C (-0.7523, -1.3323, -3.6385)
C (0.5325, -0.1798, 2.8058)
C (-0.3311, -1.2090, -2.3349)
C (5.6253, -2.5766, 0.8438)
C (-1.2846, -4.5620, -0.9866)
C (-1.4133, 0.7515, 3.8513)
C (-1.6068, -3.5714, -3.2529)
C (0.0901, 3.1054, -3.6462)
C (4.0419, -1.8404, 2.9714)
C (-0.1688, 0.1612, 3.9606)
C (2.5006, 4.0406, -0.9822)
C (-0.4814, -2.3476, -1.4845)
C (-0.0027, 0.0623, 1.5269)
C (-1.2559, 0.6583, 1.4358)
C (6.0578, -2.7917, 2.1574)
C (-1.9497, 0.9980, 2.5909)
C (1.6180, 3.3112, -1.8101)
C (1.8448, -0.7944, 2.7781)
C (3.0262, 3.4587, 0.1361)
C (-0.7724, -4.4360, 0.2725)
C (-0.1914, 1.7691, -3.2824)
H (-0.4275, 3.5246, -4.4984)
H (3.6946, 3.9947, 0.7939)
H (0.3671, -3.1423, 1.5909)
H (0.2593, -0.0334, 4.9374)
H (-1.6968, 0.8581, 0.4669)
H (5.6089, -2.5924, 4.2501)
H (1.2001, 4.8838, -3.2349)
H (3.0521, 1.6472, 1.3324)
H (-0.5952, -0.5416, -4.3540)
H (-0.8712, -5.2223, 1.0066)
H (4.0706, -1.8273, -0.4362)
H (-1.7061, -2.5622, -5.1163)
H (2.7420, 5.0639, -1.2418)
H (-0.9442, 1.2377, -3.8421)
H (-1.9674, 1.0213, 4.7394)
H (-2.9247, 1.4611, 2.5082)
H (7.0214, -3.2502, 2.3314)
H (-1.8021, -5.4643, -1.2878)
H (-2.1117, -4.4626, -3.6001)
H (6.2607, -2.8723, 0.0203)

Values from the calculation:
**<S²>**: 0.757
**Energy relative to the best compared isomer or geometry (same formula, charge and spin)**: 2.3 kcal per mole
**Charge**: +1
**Electronic energy**: -51846.5888 eV
**2S+1**: 2
**E_LUMO (alpha / beta)**: -3.1 / -3.8 eV
**Frontier orbital gap (alpha / beta)**: 7.1 / 6.8 eV